{"formula": "C9H11N2O", "method": "ωB97M-V/def2-TZVPD", "elements": ["O", "N", "N", "C", "C", "C", "C", "C", "C", "C", "C", "C", "H", "H", "H", "H", "H", "H", "H", "H", "H", "H", "H"], "positions_angstrom": [[-2.323253, -0.301525, -0.105351], [-1.589642, 0.850326, 1.575290], [-0.576787, 1.340185, -1.970005], [0.328679, -1.220555, -0.700459], [1.226069, -0.145747, 1.260815], [-1.167413, 1.678790, -0.782126], [2.557322, -1.672995, 0.055768], [-2.014601, 1.601241, 2.309476], [1.559795, -1.936920, -0.874431], [-1.203336, 0.366164, 0.311785], [2.386075, -0.822079, 1.084812], [0.174981, -0.349130, 0.347261], [-2.254910, 1.896094, -0.926427], [-0.565377, -1.550090, -1.403196], [-0.997321, 0.563675, -2.550610], [1.196533, 0.509490, 2.050570], [3.523379, -2.160572, -0.075099], [0.448525, 1.262291, -2.195064], [3.252091, -0.857359, 1.790293], [-0.789497, 2.497198, -0.315526], [-2.489730, 2.347253, 2.880787], [1.653611, -2.666643, -1.674408], [-2.335192, -1.229091, -0.094155]], "forces_ev_per_angstrom": [[-0.625, 1.453, -0.972], [0.326, 1.489, 0.905], [1.255, -1.941, -3.230], [-0.178, -2.826, -2.065], [-1.144, -0.387, -1.508], [-2.201, -2.700, 0.151], [0.599, -1.924, -2.670], [-0.139, -0.201, -0.025], [-1.461, 1.198, 0.651], [1.560, -0.231, -1.521], [1.921, -0.287, 1.756], [-1.389, 0.407, -0.029], [0.688, -0.451, 0.097], [1.971, 1.064, 1.528], [0.076, 1.547, 1.227], [-0.590, 1.527, 1.791], [-0.259, -0.038, 0.147], [-1.467, 0.653, 1.352], [-1.106, 0.856, -0.326], [1.755, 2.309, 1.383], [-0.265, 0.448, 0.799], [0.130, 0.219, 0.179], [0.543, -2.185, 0.383]], "mulliken_charge": [-0.537, 0.016, -0.460, -0.515, -0.350, -0.924, -0.343, 0.073, -0.849, 0.838, -0.685, 0.710, 0.345, 0.204, 0.285, 0.465, 0.372, 0.287, 0.314, 0.496, 0.463, 0.413, 0.383], "max_force_ev_per_a": 3.97, "charge": 1, "e_above_lowest_kcal_mol": 72.5, "e_lumo_ev": -4.4112, "orbital_gap_ev": 8.225}


{"formula": "C6H12N2", "method": "ωB97M-V/def2-TZVPD", "elements": ["N", "N", "C", "C", "C", "C", "C", "C", "H", "H", "H", "H", "H", "H", "H", "H", "H", "H", "H", "H"], "positions_angstrom": [[-2.568512, 0.515760, -0.045160], [-3.556527, 0.094167, -0.772863], [-0.538377, 1.315745, 1.096882], [0.843276, -1.178630, -0.861352], [-0.051638, -1.813570, -1.576818], [1.824653, -0.635710, -0.205786], [-1.261201, 0.645888, -0.087096], [2.114937, -0.994656, 1.184720], [-0.797693, 2.340194, 1.319824], [-2.985059, 0.857329, 0.887865], [1.665038, -1.957967, 1.503284], [0.555857, 1.419543, 0.786517], [-1.097336, -1.427160, -1.547433], [-0.643991, 0.738144, 2.124473], [2.519118, 0.166187, -0.464130], [-3.188864, -0.511921, -1.582534], [0.162518, -2.720643, -2.148480], [1.969831, -0.233206, 2.075126], [3.238907, -1.011593, 1.131838], [-0.542438, 0.417990, -0.946575]], "forces_ev_per_angstrom": [[-0.025, 0.911, 2.081], [0.283, -1.809, -1.769], [0.982, -1.348, 0.715], [0.486, -0.476, -1.303], [-0.715, 0.324, 0.366], [-0.553, 0.959, 0.597], [1.296, 0.867, 0.068], [1.648, 0.052, 2.822], [-0.675, 0.382, -0.156], [1.002, -0.392, -1.736], [0.511, 0.563, -0.182], [-1.400, -0.543, 0.741], [0.899, -0.601, -0.249], [0.462, 0.922, -2.096], [-0.647, -0.116, -1.144], [-0.314, 1.482, 1.285], [0.000, 0.343, 0.250], [-0.299, -1.039, -2.106], [-0.775, -0.807, 0.726], [-2.164, 0.325, 1.089]], "mulliken_charge": [0.324, -1.213, -1.064, -0.022, -0.533, -0.078, 0.136, -0.843, 0.436, 0.296, 0.300, 0.188, -0.012, 0.205, 0.326, 0.238, 0.302, 0.223, 0.328, 0.462], "max_force_ev_per_a": 3.27, "e_above_lowest_kcal_mol": 129.3, "e_lumo_ev": [0.8614, 0.8614], "orbital_gap_ev": [8.321, 8.323]}